No. 1
The ion C8H18N with charge -1. Source: OMol25; level of theory: ωB97M-V/def2-TZVPD.

Values from the calculation:
energy relative to the best compared isomer or geometry (same formula, charge and spin)	0.00	kcal per mole
net charge	-1
LUMO level	0.1287	hartree

Last column: Mulliken charge in e.
Geometry (Å):
1 C -0.44272 0.07256 3.47201  -1.18
2 C -0.04606 -1.23502 2.78956  -0.43
3 C -0.77741 -1.44218 1.46270  -0.84
4 C -0.38862 -0.49801 0.31478  -0.42
5 C 1.10597 -0.25925 0.11277  -0.44
6 C 1.38370 0.83421 -0.92252  -0.93
7 C 0.70598 0.63866 -2.29241  -0.41
8 N -0.31407 1.59464 -2.49907  -0.80
9 C -0.99739 1.28208 -3.70002  -0.88
10 H -0.33973 0.91470 2.78581  0.31
11 H -1.48551 0.03631 3.79701  0.32
12 H 0.17266 0.28081 4.35024  0.33
13 H 1.03350 -1.24666 2.62843  0.29
14 H -0.26336 -2.07774 3.45464  0.35
15 H -0.65057 -2.48185 1.14327  0.33
16 H -1.84998 -1.31478 1.65305  0.33
17 H -0.88130 0.47197 0.42002  0.31
18 H -0.79819 -0.91373 -0.60777  0.30
19 H 1.55567 0.04438 1.06591  0.25
20 H 1.60344 -1.19553 -0.17399  0.25
21 H 2.46799 0.94105 -1.04320  0.32
22 H 1.00189 1.78305 -0.53333  0.40
23 H 0.32232 -0.42175 -2.34798  0.09
24 H 1.50999 0.64241 -3.08365  0.38
25 H -0.32388 1.11995 -4.58522  0.24
26 H -1.68548 2.08726 -3.99312  0.31
27 H -1.61882 0.34244 -3.66792  0.19

---

No. 2
A cluster of 2 separate species, C8H18N2O3 in total at a distorted geometry. Source: OMol25; level of theory: ωB97M-V/def2-TZVPD.

Values from the calculation:
energy relative to the best compared isomer or geometry (same formula, charge and spin)	33.91	kcal per mole
LUMO level (spin up / spin down)	0.0224 / 0.0224	hartree
SMILES string	CN/C(C)=[N+](\[O-])O.CCCCC=O

Last column: Mulliken charge in e.
Geometry (Å):
1 C -3.16813 0.42246 0.02964  -1.23
2 C 2.74301 -1.02060 -1.28599  -1.26
3 C 0.73402 -2.70474 0.39390  -1.12
4 C -1.68275 0.54239 0.51273  0.39
5 C -1.13557 1.96703 0.43541  -1.05
6 C 0.38143 1.97421 0.45564  -0.66
7 C 1.06424 1.22830 -0.61627  0.12
8 C 2.15061 -0.64709 0.10009  0.32
9 N 1.17218 -1.34015 0.69204  0.05
10 N 2.73514 0.29344 0.85332  0.60
11 O 3.74290 1.00730 0.36036  -0.52
12 O 2.16684 0.64690 1.90860  -0.86
13 O 2.03812 1.68508 -1.24903  -0.73
14 H -3.49197 0.90227 -0.89553  0.34
15 H -3.83890 0.93277 0.83201  0.29
16 H -3.46705 -0.69526 0.13569  0.29
17 H 2.24884 -0.40244 -2.08463  0.24
18 H 3.81751 -0.81130 -1.14089  0.34
19 H 2.56727 -2.06221 -1.40522  0.50
20 H 0.61112 -3.29006 1.28921  0.34
21 H -0.19874 -2.77056 -0.19356  0.32
22 H 1.31622 -3.18811 -0.26498  0.41
23 H -1.00813 -0.24782 0.03857  -0.20
24 H -1.55555 0.28667 1.58108  0.27
25 H -1.52317 2.53174 1.30338  0.36
26 H -1.43246 2.56965 -0.35020  0.52
27 H 0.89106 1.58881 1.26742  0.46
28 H 0.68031 3.05982 0.29678  0.23
29 H 0.54252 0.27456 -1.09001  0.53
30 H 1.11989 -1.01122 1.65620  0.30
31 H 3.34366 1.64329 -0.29082  0.42

---

No. 3
A cluster of 3 separate species, C8H18N4O8P2 in total at a distorted geometry. Source: OMol25; level of theory: ωB97M-V/def2-TZVPD.

Values from the calculation:
LUMO level	-0.0359	hartree
SMILES string	N#CON(PP(=O)(O)O)C(=O)O.CNC(C)=O.CNC(C)=O

Last column: Mulliken charge in e.
Geometry (Å):
1 N -0.52428 -3.25828 2.97230  -0.44
2 C -0.85990 -2.17897 2.34349  0.52
3 O -1.39797 -1.16653 1.37558  -0.13
4 N -2.32094 -0.41906 2.00428  0.16
5 P -2.20341 1.31632 1.61044  -0.14
6 P -0.26506 1.92102 2.51657  0.90
7 O -0.35963 3.35389 3.23165  -0.61
8 O 1.04498 1.81414 1.35342  -0.41
9 O -0.02195 0.76705 3.84494  -0.50
10 C -3.73972 -0.84291 1.69583  0.34
11 O -4.04017 -1.44088 0.53148  -0.45
12 O -4.76133 -0.50454 2.74068  -0.42
13 H -2.17528 1.52717 0.17284  0.12
14 H 0.67891 1.88762 0.42085  0.36
15 H -0.90873 0.80919 4.33523  0.34
16 H -4.64883 0.49298 2.91682  0.38
17 C -2.06118 -4.41635 -3.86080  -1.24
18 C -1.85636 -3.12074 -3.12608  0.84
19 O -1.35776 -2.13567 -3.66541  -0.66
20 N -2.24294 -3.05653 -1.81887  -0.05
21 C -2.84189 -4.09147 -1.01164  -0.82
22 H -1.70505 -4.31218 -4.88957  0.29
23 H -1.49221 -5.21542 -3.37786  0.34
24 H -3.12481 -4.66819 -3.88756  0.34
25 H -2.07220 -2.15205 -1.39459  0.10
26 H -3.80988 -3.72798 -0.65849  0.25
27 H -2.19054 -4.27075 -0.15296  0.24
28 H -2.98163 -5.02223 -1.56338  0.37
29 C 4.20403 2.81230 0.94866  -1.10
30 C 3.47549 3.19857 -0.30847  0.76
31 O 2.28117 2.95974 -0.47096  -0.62
32 N 4.18058 3.83393 -1.28904  -0.19
33 C 5.57570 4.20151 -1.29218  -0.85
34 H 3.51096 2.31580 1.63363  0.15
35 H 5.01462 2.11709 0.71388  0.35
36 H 4.59806 3.70443 1.44291  0.34
37 H 3.62027 4.06054 -2.10264  0.23
38 H 5.64029 5.28471 -1.42008  0.28
39 H 6.05343 3.71026 -2.14317  0.29
40 H 6.08514 3.91247 -0.37174  0.32

---

No. 4
A cluster of 2 separate species, C8H18NO2 in total at a distorted geometry. Source: OMol25; level of theory: ωB97M-V/def2-TZVPD.

Values from the calculation:
energy relative to the best compared isomer or geometry (same formula, charge and spin)	77.87	kcal per mole
net charge	+1
LUMO level	-0.1098	hartree

Last column: Mulliken charge in e.
Geometry (Å):
1 C 1.82329 0.49715 1.29155  -0.04
2 C -0.09127 1.89126 -0.28104  -2.33
3 C 0.83518 -1.96102 -0.50593  -1.32
4 C 1.66017 -0.03321 -2.01872  -1.36
5 C -0.84778 -0.38944 2.16125  -0.99
6 C -2.44553 0.42579 0.50485  -0.89
7 C 0.03686 0.36894 0.02683  0.42
8 C 0.53612 -0.60974 -1.12429  0.86
9 N -1.12807 -0.19678 0.71576  0.33
10 O 2.51428 -0.43002 1.37321  -0.27
11 O -0.69827 -0.89552 -1.87175  -0.54
12 H 2.06551 1.52862 1.69734  0.34
13 H -0.36862 2.48386 0.52426  0.60
14 H -0.70098 2.11557 -1.23591  0.39
15 H 0.86783 2.33102 -0.40475  0.58
16 H 1.80678 -2.18052 -0.02002  0.30
17 H 0.87143 -2.57359 -1.36734  0.47
18 H 0.07987 -2.25515 0.25474  0.31
19 H 2.46880 0.27419 -1.38864  0.38
20 H 2.04955 -0.46907 -2.89324  0.41
21 H 1.32913 1.09039 -2.16744  0.32
22 H -1.63327 -1.16112 2.61578  0.34
23 H 0.12699 -0.77656 2.36559  0.39
24 H -1.03959 0.57639 2.60457  0.48
25 H -3.04255 0.18925 -0.49372  0.23
26 H -3.01548 0.19340 1.36104  0.40
27 H -2.19164 1.42023 0.54093  0.45
28 H -1.13616 -1.14363 0.34704  0.39
29 H -0.73260 -0.31067 -2.61195  0.39

---

No. 5
The ion C8H18NO2S with charge -1 at a distorted geometry. Source: OMol25; level of theory: ωB97M-V/def2-TZVPD.

Values from the calculation:
energy relative to the best compared isomer or geometry (same formula, charge and spin)	0.00	kcal per mole
net charge	-1
LUMO level	0.1268	hartree

Last column: Mulliken charge in e.
Geometry (Å):
1 C 2.94053 -1.00729 -1.29538  -1.69
2 C 0.49881 -1.28103 -2.16479  -1.46
3 C -0.23238 2.01499 -0.03917  -1.83
4 C -2.60214 1.18968 0.63530  -1.63
5 C -0.76746 1.14088 2.28179  -1.62
6 C 0.87886 -0.56369 0.09409  -1.37
7 C 1.46965 -0.48709 -1.34262  1.14
8 C -1.06482 0.97304 0.73700  1.27
9 N -0.71741 -0.35247 0.11188  -0.09
10 O -1.26808 -2.87805 -0.01230  -0.64
11 O -0.96495 -1.87306 2.27154  -0.63
12 S -1.62660 -1.78871 0.95061  0.43
13 H 2.98840 -1.79387 -0.56929  0.42
14 H 3.39003 -1.46488 -2.13944  0.41
15 H 3.49918 -0.27544 -0.77110  0.41
16 H 1.07357 -1.69722 -2.95994  0.46
17 H -0.16147 -0.60246 -2.56634  0.29
18 H -0.03912 -2.04146 -1.70241  0.28
19 H -0.73691 2.92232 -0.24971  0.46
20 H 0.68952 2.22879 0.44898  0.41
21 H -0.07006 1.58262 -0.98351  0.33
22 H -2.71920 0.81540 -0.43764  0.41
23 H -2.89117 2.05819 1.14182  0.55
24 H -3.07539 0.29745 1.23135  0.29
25 H -1.16923 0.32559 2.79310  0.44
26 H 0.23278 1.34151 2.50685  0.41
27 H -1.37825 2.06092 2.57050  0.40
28 H 1.10874 -1.53705 0.40002  0.77
29 H 1.17733 0.23903 0.88717  0.19
30 H 1.53724 0.45334 -1.82835  0.20

---

No. 6
A cluster of 3 separate species, C8H18O2 in total at a distorted geometry. Source: OMol25; level of theory: ωB97M-V/def2-TZVPD.

Values from the calculation:
energy relative to the best compared isomer or geometry (same formula, charge and spin)	0.00	kcal per mole
2S+1	2
net charge	-1
LUMO level (spin up / spin down)	0.1237 / 0.1184	hartree

Last column: Löwdin spin population.
Geometry (Å):
1 C -0.75252 0.33260 -2.05692  0.09
2 C 0.54850 0.72214 -1.31214  0.04
3 C 0.24808 1.09151 0.13560  0.01
4 C 0.21941 2.35209 0.56211  0.03
5 C 1.42425 -0.50035 1.59843  0.03
6 C 0.27378 -0.07482 1.08738  0.01
7 C -1.02684 -0.80117 1.34221  0.09
8 C 2.75933 0.16599 1.47269  0.02
9 H -0.48176 -0.19238 -2.97628  0.03
10 H -1.44411 1.13618 -2.28362  0.01
11 H -1.29555 -0.41771 -1.47482  0.02
12 H 0.87014 1.66972 -1.73746  0.00
13 H 1.25200 -0.09110 -1.43489  0.03
14 H 0.09778 3.18360 -0.11888  0.00
15 H 0.04921 2.53770 1.61798  0.00
16 H 1.36295 -1.35997 2.26109  0.01
17 H -1.83360 -0.36734 0.75442  0.01
18 H -0.95304 -1.82829 0.98052  0.03
19 H -1.31635 -0.79243 2.38732  0.01
20 H 3.06869 0.67258 2.39157  0.00
21 H 2.73923 0.90422 0.67975  0.00
22 H 3.53631 -0.57773 1.26079  0.01
23 H 0.30475 -2.69415 -1.02185  0.07
24 H 0.94088 -4.04730 -0.59420  0.06
25 O 0.70275 -3.16670 -0.27223  0.29
26 H -4.31397 0.27205 -0.79226  0.02
27 H -3.18597 1.18944 -0.94840  0.01
28 O -3.79433 0.68162 -1.50789  0.04

---

No. 7
A structure of composition C8H18O4Pd at a distorted geometry. Source: OMol25; level of theory: ωB97M-V/def2-TZVPD.

Values from the calculation:
2S+1	4
net charge	+1
LUMO level (spin up / spin down)	-0.1214 / -0.1725	hartree

Last column: Löwdin spin population.
Geometry (Å):
1 C -0.02132 1.20477 2.86172  0.02
2 O -0.44329 0.77951 1.56149  0.09
3 C -0.86541 -0.60056 1.51131  0.08
4 C -1.36199 -0.93590 0.14738  0.59
5 C -2.55390 -0.23045 -0.41070  0.08
6 O -2.19877 1.11625 -0.81201  0.09
7 C -3.22770 1.78256 -1.55095  0.02
8 Pd -0.68463 1.66610 0.00946  0.84
9 H 0.27571 2.25521 2.78699  0.00
10 H -0.85949 1.10245 3.56302  0.00
11 H 0.83104 0.59428 3.18582  0.00
12 H -1.66446 -0.72879 2.26246  0.02
13 H -0.00949 -1.23118 1.78523  0.00
14 H -1.20728 -1.96040 -0.18727  0.02
15 H -3.35970 -0.14789 0.33651  0.02
16 H -2.92489 -0.75245 -1.30066  0.00
17 H -2.92650 2.82814 -1.67070  0.00
18 H -3.33167 1.30673 -2.53444  0.00
19 H -4.17099 1.72203 -0.99369  0.00
20 H 0.16869 -0.51254 -1.14755  0.02
21 O 5.11383 -0.28031 -0.39760  0.82
22 C 4.01208 -0.79890 0.19921  0.09
23 C 2.89701 -1.23955 -0.74533  0.06
24 O 2.30543 -0.11990 -1.37495  0.03
25 C 1.07491 -0.39696 -1.96200  0.06
26 H 3.54895 -0.08604 0.93361  0.01
27 H 4.24393 -1.70749 0.81814  0.02
28 H 2.12196 -1.80016 -0.18385  0.00
29 H 3.31221 -1.91931 -1.51551  0.00
30 H 0.81221 0.42674 -2.63546  0.00
31 H 1.09352 -1.33598 -2.53967  0.00

---

No. 8
A structure of composition C8H18O4Rh at a distorted geometry. Source: OMol25; level of theory: ωB97M-V/def2-TZVPD.

Values from the calculation:
2S+1	6
net charge	+2
LUMO level (spin up / spin down)	-0.3378 / -0.4349	hartree

Last column: Löwdin spin population.
Geometry (Å):
1 C 2.09193 -3.66847 0.25614  0.03
2 O 1.36019 -2.44149 0.14245  0.19
3 C 0.90422 -1.91731 1.41027  0.11
4 C 0.29412 -0.57683 1.22956  0.61
5 C 1.04659 0.56532 0.64404  0.11
6 O 1.20648 0.39330 -0.78869  0.18
7 C 1.72178 1.55507 -1.45003  0.03
8 Rh 0.95208 -1.40522 -1.42952  2.54
9 H 2.38341 -3.97707 -0.75201  0.00
10 H 2.98663 -3.49801 0.86835  0.01
11 H 1.45057 -4.43285 0.71240  0.00
12 H 1.78599 -1.85177 2.07273  0.03
13 H 0.18596 -2.62809 1.83878  0.01
14 H -0.62570 -0.35419 1.76649  0.02
15 H 2.05563 0.64739 1.07997  0.02
16 H 0.50097 1.50245 0.80300  0.01
17 H 1.80381 1.32250 -2.51636  0.00
18 H 1.02618 2.39064 -1.30201  0.01
19 H 2.70902 1.79968 -1.03899  0.00
20 H -2.03737 -0.96666 -0.03032  0.01
21 O -2.44255 3.94650 -0.02858  0.83
22 C -1.49549 3.07304 -0.45312  0.10
23 C -1.98512 1.65150 -0.72942  0.01
24 O -2.37349 1.01010 0.46794  0.03
25 C -2.87938 -0.27852 0.26838  0.03
26 H -0.63922 2.96723 0.26915  0.02
27 H -0.99964 3.38336 -1.41431  0.05
28 H -1.18931 1.06193 -1.23120  0.00
29 H -2.84990 1.69095 -1.42271  0.00
30 H -3.25045 -0.65695 1.22847  0.00
31 H -3.69795 -0.30754 -0.47083  0.00